DFT (ωB97M-V/def2-TZVPD) results for a 2-piece molecular cluster, C3HN overall.

Total charge ... 0
F_max ... 0.1415 hartree/bohr

Atoms and positions in Å:
N1 4.6748 -0.1878 0.1325
C1 0.8128 0.4934 -0.2626
C2 3.7121 -0.6581 0.6277
C3 1.5947 1.2137 -0.7089
H1 3.6152 -0.7940 1.6661

Cartesian forces, eV/Å:
-2.6 -1.2 -0.1
-5.0 -4.5 2.8
4.2 1.9 -0.9
4.9 4.5 -2.8
-1.5 -0.7 1.0


DFT (ωB97M-V/def2-TZVPD) results for an isolated ion of composition C3HN2OS and charge +1.

Total charge ... +1
F_max ... 0.0533 hartree/bohr

Atoms and positions in Å:
S1 -0.7272 -1.9495 -1.1098
O1 -2.6258 -2.6648 -5.4392
N1 0.3432 -0.0495 0.6082
N2 -0.6368 -1.1734 -2.7763
C1 -1.2370 -1.6149 -3.7285
C2 -0.1181 -0.7736 -0.1839
C3 -2.0096 -2.2604 -4.5644
H1 0.4918 0.7073 1.2449

Cartesian forces, eV/Å:
-0.9 -1.7 0.1
-0.1 -0.1 0.0
-0.8 -1.3 -1.8
1.3 2.0 0.2
-0.5 -0.7 -0.2
1.1 1.8 1.7
-0.2 -0.1 -0.3
0.1 0.2 0.3


DFT (ωB97M-V/def2-TZVPD) results for one molecule with the formula C3HN3.

Total charge ... 0
F_max ... 0.0883 hartree/bohr

Atoms and positions in Å:
N1 -0.8395 -1.1542 -0.0572
N2 -0.0432 0.1925 1.4089
N3 -0.7622 -0.8003 1.1805
C1 0.4768 0.6552 0.1439
C2 1.3572 1.6409 0.0068
C3 -0.1770 -0.3057 -0.7957
H1 -0.0121 -0.2285 -1.8872

Cartesian forces, eV/Å:
-0.2 -0.3 -4.5
0.8 1.1 1.0
0.1 0.4 3.1
-0.4 -0.4 -0.4
-1.0 -1.1 0.0
1.2 1.0 -0.1
-0.5 -0.7 0.9


DFT (ωB97M-V/def2-TZVPD) results for a 2-piece molecular cluster, C3HN3O overall.

Total charge ... 0
SMILES ... C#[N+][O-].N#CC#N
F_max ... 0.0394 hartree/bohr

Atoms and positions in Å:
O1 -1.0283 -2.2117 0.6204
N1 0.1450 0.7003 -2.2622
N2 -1.1315 -1.0185 0.6358
N3 2.0257 0.2668 0.8456
C1 0.7489 0.6685 -1.2812
C2 -0.8547 0.1071 0.8596
C3 1.3510 0.4241 -0.0576
H1 -1.2559 1.0634 0.6397

Cartesian forces, eV/Å:
-0.7 0.4 -0.5
0.4 0.3 0.3
1.6 -0.4 1.1
0.9 -0.2 1.2
-0.7 -0.5 -0.7
-1.9 -0.6 -0.4
0.4 0.5 -1.3
0.0 0.5 0.1


ΔE to the lowest compared entry with this formula, charge and spin (kJ/mol)
767.0 201.7 449.0 307.8
Electronic energy (a.u.)
-169.28953 -697.42334 -278.95409 -354.24978